Record 1
Density functional theory data (ωB97M-V with the def2-TZVPD basis set) for a cluster of 17 separate species, C68H187N17O17 in total in a non-equilibrium geometry.

Results
**Gap between HOMO and LUMO**: 9.265 eV
**Max |F|**: 3.18 eV/Å

```
289
Properties=species:S:1:pos:R:3:lowdin_charge:R:1
O -9.32 4.94 1.62 -0.159
O -5.45 -0.21 2.03 -0.177
O 1.79 -0.99 -0.99 -0.200
O 0.41 -4.80 -2.30 -0.203
O -4.90 2.77 -3.25 -0.209
O 2.82 6.08 2.61 -0.183
O 0.06 -4.75 5.60 -0.171
O -0.67 0.66 5.73 -0.204
O 6.28 1.17 1.27 -0.253
O 1.84 4.60 -4.82 -0.184
O 7.89 -3.34 0.05 -0.233
O 3.09 -9.40 -0.60 -0.177
O 5.00 -5.13 3.33 -0.179
O -1.81 4.99 0.82 -0.200
O 1.57 -1.05 -4.11 -0.236
O -4.60 7.67 -0.88 -0.177
O -5.06 -3.13 -2.54 -0.224
N -0.54 -0.07 -1.95 0.083
N 0.02 7.75 -0.93 0.043
N 1.60 -11.36 2.18 0.027
N -0.60 2.36 -6.53 0.050
N -1.92 2.05 -3.67 0.049
N -8.81 -2.86 -2.28 0.025
N 5.64 -1.99 1.24 0.062
N -7.23 3.76 3.16 0.053
N 3.70 2.44 2.80 0.034
N 7.43 -3.54 -3.61 0.029
N 3.46 1.00 -3.29 0.067
N 0.65 2.04 3.60 0.065
N 0.54 -6.17 2.16 0.050
N 6.52 0.75 3.92 0.061
N -1.74 -5.05 0.66 0.029
N -7.09 10.39 -0.41 0.029
N -3.32 -2.37 -0.29 0.055
C -10.30 5.18 0.62 -0.084
C -0.81 -3.70 5.97 -0.135
C 5.77 -3.62 -1.89 -0.041
C -2.31 -5.73 -1.60 -0.035
C -5.65 4.95 1.81 -0.060
C -7.43 -2.95 -1.81 -0.430
C -2.80 -1.88 1.87 -0.069
C 1.37 -0.21 3.71 -0.052
C -0.37 -5.40 4.36 -0.154
C 6.10 0.81 -0.07 -0.113
C 0.21 0.70 3.44 -0.442
C -1.18 -5.21 -0.65 -0.422
C -4.13 -3.26 -3.63 -0.100
C 5.61 -2.81 2.49 -0.348
C 7.62 1.28 1.73 -0.166
C -4.00 -1.95 0.95 -0.392
C 2.27 -10.33 0.06 -0.199
C 1.05 -4.00 -3.30 -0.070
C 3.62 3.75 2.19 -0.405
C 4.52 -2.06 3.35 -0.035
C -1.74 4.36 2.13 -0.094
C -7.07 4.95 2.34 -0.418
C 1.54 -4.18 3.15 -0.069
C -0.74 1.64 -0.16 -0.027
C -0.79 6.02 0.61 -0.185
C 7.22 -3.16 -2.25 -0.412
C -1.65 0.30 6.65 -0.112
C 8.25 -3.80 -1.22 -0.190
C -4.83 -0.62 0.81 -0.183
C 2.82 4.33 -3.84 -0.133
C -3.36 0.12 -3.61 -0.048
C 3.96 -11.01 1.91 -0.057
C 2.93 -1.21 -4.35 -0.215
C -0.94 6.64 -0.75 -0.410
C -5.91 3.76 -3.42 -0.108
C 5.30 -4.28 2.20 -0.162
C -0.92 4.74 -6.21 -0.059
C 0.86 -5.48 3.45 -0.408
C -0.64 5.62 -1.89 -0.053
C 5.33 -0.17 -4.11 -0.055
C 0.74 -0.60 -5.17 -0.069
C 1.01 -0.15 -0.10 -0.204
C 2.54 -10.46 1.57 -0.452
C 8.76 1.57 4.02 -0.065
C -6.10 1.13 1.95 -0.075
C 2.71 4.70 3.01 -0.177
C 8.80 -3.83 1.07 -0.068
C 3.22 3.55 0.70 -0.025
C 3.82 0.03 -4.35 -0.397
C -7.45 -3.90 -0.59 -0.042
C 2.66 -1.93 -0.30 -0.065
C -0.38 -4.08 -1.29 -0.148
C -8.06 5.04 1.15 -0.259
C -6.45 -3.32 -2.91 -0.165
C -5.78 8.48 -1.00 -0.217
C 0.21 0.74 -0.97 -0.398
C 1.96 6.96 3.33 -0.101
C -4.65 6.45 -1.61 -0.101
C 7.44 1.65 3.23 -0.425
C 0.90 3.52 -4.95 -0.191
C -5.83 9.75 -0.27 -0.486
C 2.60 -8.08 -0.75 -0.103
C 0.08 3.60 -6.24 -0.430
C -5.51 9.62 1.23 -0.034
C -0.96 0.45 4.37 -0.182
C -3.02 1.46 -4.36 -0.412
C 4.57 -6.40 2.97 -0.143
C -4.21 2.42 -4.51 -0.142
H 5.83 -1.01 1.36 0.033
H 5.65 -4.69 -2.10 0.086
H 4.27 -7.03 3.80 0.092
H 1.76 -3.54 4.00 0.073
H -7.16 5.84 2.96 0.134
H -9.31 -2.34 -1.57 0.073
H 1.91 -3.65 -2.72 0.073
H 2.45 3.77 -2.99 0.058
H 5.65 -0.82 -4.92 0.070
H 1.62 -8.05 -1.22 0.085
H 8.08 2.12 1.20 0.130
H 2.47 -9.48 2.05 0.125
H -5.38 5.78 -1.15 0.068
H 2.45 1.01 -3.32 0.042
H -5.69 1.75 2.74 0.055
H -8.45 -3.90 -0.14 0.068
H 1.35 -4.62 -4.14 0.093
H -8.82 -2.18 -3.03 0.066
H -3.18 -1.61 2.86 0.075
H 3.59 3.59 -4.06 0.064
H 6.80 -3.08 -4.26 0.062
H -6.69 7.94 -0.72 0.116
H -6.84 -3.68 0.28 0.059
H 9.31 -3.64 -1.43 0.119
H 1.56 2.14 3.17 0.024
H -2.36 -4.27 0.49 0.031
H -4.00 -4.27 -4.01 0.089
H -1.46 1.35 -3.10 0.020
H 5.89 0.75 -4.22 0.083
H -2.29 -5.85 0.94 0.095
H -5.00 1.92 -5.07 0.118
H -4.94 5.12 2.62 0.075
H -0.99 6.77 1.37 0.122
H -0.98 2.06 -5.64 0.009
H -0.30 -0.43 -4.90 0.076
H -1.72 4.53 -5.51 0.062
H 3.27 -1.33 0.38 0.060
H -3.23 -3.17 -3.02 0.060
H 8.73 -4.90 1.26 0.094
H 1.67 -0.34 4.75 0.096
H -1.81 -0.78 6.63 0.077
H 0.22 5.65 0.81 0.115
H -11.32 5.22 1.00 0.089
H -1.28 2.39 -0.74 0.061
H 2.15 -2.64 0.35 0.065
H 5.43 -6.94 2.58 0.086
H 8.54 -3.35 2.02 0.073
H -1.48 1.13 0.46 0.065
H -5.52 4.73 -3.74 0.072
H -0.65 -6.44 4.55 0.122
H -5.93 8.67 -2.06 0.127
H 6.32 -2.45 0.65 0.025
H 3.65 -2.03 2.69 0.052
H 4.53 2.00 2.43 0.039
H 2.55 -4.33 2.78 0.050
H -1.05 -2.90 5.28 0.068
H 2.14 7.98 2.98 0.089
H 5.76 0.55 3.28 0.016
H -6.68 3.34 -4.07 0.088
H 2.94 4.52 4.06 0.121
H -7.24 -4.95 -0.80 0.077
H -6.59 -4.37 -3.18 0.126
H 8.62 1.65 5.10 0.080
H 4.56 -0.98 3.47 0.045
H 4.43 -4.30 1.54 0.112
H 1.01 -3.45 2.53 0.070
H -3.53 0.39 -2.57 0.076
H -1.96 6.99 -0.93 0.113
H -2.25 2.68 -2.95 0.069
H 5.04 0.65 -0.24 0.081
H 8.20 0.37 1.60 0.126
H -4.06 0.10 0.53 0.109
H 1.18 -5.80 1.47 0.039
H -7.02 11.30 0.02 0.074
H 0.75 2.10 4.60 0.082
H 0.39 5.29 -1.72 0.075
H 1.59 0.40 0.63 0.119
H 1.83 -11.56 3.14 0.070
H 7.16 2.71 3.25 0.130
H -2.30 4.90 2.89 0.077
H 0.29 3.59 -4.05 0.099
H -7.17 1.07 2.15 0.073
H -2.24 -5.41 -2.64 0.065
H 7.33 -2.08 -2.17 0.115
H -5.93 1.68 1.02 0.071
H 2.20 3.17 0.67 0.062
H 3.19 5.31 -3.53 0.090
H 3.21 -1.82 -3.49 0.103
H 4.01 -12.06 1.61 0.075
H -6.46 3.83 3.81 0.075
H -6.37 3.93 -2.45 0.075
H -2.28 -6.81 -1.49 0.076
H -2.60 -0.65 -3.75 0.056
H 0.23 -0.55 -2.41 0.046
H -2.09 -1.16 1.46 0.064
H -2.31 -2.85 1.98 0.054
H -1.27 -0.59 4.32 0.104
H 8.12 -4.87 -1.38 0.124
H 0.84 3.79 -7.00 0.134
H -4.31 -0.22 -4.02 0.067
H 9.84 -3.53 0.92 0.088
H -6.68 -2.79 -3.83 0.120
H 0.31 -3.56 -0.63 0.104
H -1.83 1.11 4.25 0.127
H 3.93 2.48 3.78 0.086
H -3.02 -1.54 -0.79 0.056
H 4.07 -10.94 2.99 0.066
H -3.99 3.37 -4.98 0.112
H -10.39 4.29 0.00 0.082
H 2.11 6.97 4.41 0.085
H -1.07 -3.31 -1.62 0.095
H -3.67 5.97 -1.59 0.077
H 2.22 0.10 3.10 0.055
H -2.66 1.19 -5.35 0.113
H -5.19 10.41 -0.85 0.146
H -0.75 5.96 -2.92 0.077
H 1.60 -6.11 3.94 0.125
H 9.38 2.42 3.73 0.077
H 2.48 -7.54 0.18 0.058
H 6.14 -4.76 1.70 0.113
H -4.86 6.59 -2.67 0.080
H 1.68 4.35 2.97 0.090
H 0.92 6.71 3.10 0.069
H -4.62 -2.80 1.25 0.133
H -0.14 0.63 2.41 0.104
H -3.95 -2.83 -0.92 0.042
H -0.44 -6.00 -0.52 0.117
H -0.72 4.18 2.48 0.050
H -1.33 4.80 -7.22 0.073
H -8.09 3.87 3.68 0.078
H -5.52 5.71 1.04 0.062
H -5.44 -0.80 -0.08 0.108
H -7.76 4.35 0.36 0.129
H 3.83 2.86 0.12 0.061
H 9.24 0.60 3.82 0.075
H -1.29 4.76 -1.71 0.053
H 4.35 -2.49 4.34 0.087
H -3.29 -5.49 -1.20 0.067
H 4.65 4.08 2.28 0.131
H 1.22 -10.04 -0.03 0.113
H 3.24 4.54 0.23 0.076
H 6.64 -2.73 2.83 0.107
H 1.43 2.57 -4.86 0.101
H 3.75 -6.45 2.25 0.072
H -1.44 2.59 -7.05 0.063
H -0.25 -5.72 1.74 -0.005
H -0.38 -3.22 6.85 0.084
H 3.34 -7.51 -1.31 0.087
H -10.00 5.99 -0.04 0.087
H 8.31 -3.24 -4.00 0.076
H -7.82 9.95 0.13 0.073
H 1.13 -1.23 3.42 0.059
H 3.71 0.58 -2.40 0.054
H 6.42 1.56 -0.79 0.098
H 0.37 -3.23 -3.65 0.080
H 3.70 0.50 -5.33 0.131
H 5.10 -3.09 -2.56 0.049
H 0.29 -0.68 0.52 0.116
H -1.73 -4.09 6.41 0.084
H -5.27 4.01 1.42 0.072
H 3.22 -2.56 -1.00 0.064
H 0.94 7.47 -0.64 0.063
H -4.04 -2.48 -4.39 0.075
H 0.71 -1.31 -6.00 0.088
H 7.10 -0.08 3.96 0.069
H 0.96 1.29 -1.54 0.133
H 0.07 7.70 -1.94 0.055
H 1.27 0.24 -5.60 0.074
H 3.15 -1.78 -5.26 0.134
H -6.16 8.87 1.68 0.074
H -1.15 -4.90 3.79 0.114
H -0.97 -0.80 -1.40 0.060
H 6.64 -0.12 -0.26 0.078
H -7.87 6.04 0.76 0.110
H -0.25 2.26 0.59 0.059
H -1.33 0.63 7.64 0.093
H -7.15 -1.94 -1.50 0.122
H -2.15 3.35 2.11 0.072
H 5.45 -3.45 -0.86 0.042
H 0.80 -10.76 2.19 0.072
H 2.26 -11.32 -0.41 0.127
H 4.76 -10.46 1.42 0.070
H -4.46 9.37 1.37 0.079
H -2.60 0.80 6.46 0.086
H -0.53 5.74 -6.00 0.077
H 5.51 -0.65 -3.15 0.060
H -5.81 10.57 1.69 0.071
```

***

Record 2
Density functional theory data (ωB97M-V with the def2-TZVPD basis set) for the molecule F2H2N2O in a non-equilibrium geometry.

Results
**SMILES**: FNONF
**Gap between HOMO and LUMO**: 11.493 eV
**Max |F|**: 3.49 eV/Å

```
7
Properties=species:S:1:pos:R:3:lowdin_charge:R:1
F 2.38 0.04 -0.59 -0.137
F -0.30 -1.60 -1.78 -0.045
O 0.14 0.22 -0.40 -0.125
N 1.18 0.10 0.33 -0.032
N -0.58 -1.17 -0.51 0.076
H -1.47 -0.66 -0.36 0.124
H 1.21 1.02 0.80 0.140
```

***

Record 3
Density functional theory data (ωB97M-V with the def2-TZVPD basis set) for a cluster of 2 separate species, C4H13N3O in total.

Results
**SMILES**: CCN(N)N.C=CO
**Gap between HOMO and LUMO**: 9.225 eV
**Max |F|**: 0.31 eV/Å

```
21
Properties=species:S:1:pos:R:3:lowdin_charge:R:1
O 1.08 1.12 1.69 -0.030
N -1.71 -0.82 -0.28 -0.329
N -0.76 -1.39 0.61 0.036
N -2.91 -0.54 0.39 0.008
C 2.76 -0.21 0.73 0.001
C 2.25 0.97 1.01 -0.279
C -0.11 0.08 -1.92 -0.093
C -1.25 0.39 -0.95 -0.275
H 3.68 -0.30 0.17 0.053
H 2.73 1.89 0.69 0.111
H -2.11 0.79 -1.48 0.106
H 0.12 0.97 -2.50 0.069
H -3.33 -1.43 0.66 0.071
H -0.92 1.14 -0.21 0.098
H 2.29 -1.12 1.05 0.055
H 0.79 -0.23 -1.39 0.040
H 0.91 2.04 1.88 0.102
H -0.23 -0.67 1.12 0.045
H -0.42 -0.71 -2.59 0.073
H -2.74 -0.01 1.25 0.070
H -0.11 -1.96 0.07 0.066
```

***

Record 4
Density functional theory data (ωB97M-V with the def2-TZVPD basis set) for the molecule C5H7N in a non-equilibrium geometry.

Results
**SMILES**: C/C=C/CC#N
**Gap between HOMO and LUMO**: 10.544 eV
**Max |F|**: 4.60 eV/Å

```
13
Properties=species:S:1:pos:R:3:lowdin_charge:R:1
N -0.97 1.70 2.41 0.145
C -0.11 1.90 1.68 -0.282
C -0.10 -0.31 0.58 -0.140
C 0.89 1.93 0.59 -0.159
C -0.82 -1.45 -0.25 -0.084
C 0.49 0.66 -0.14 -0.140
H -0.03 -0.57 1.62 0.101
H -1.64 -1.80 0.29 0.031
H -1.19 -0.86 -1.05 0.036
H 0.59 2.83 -0.03 0.136
H 1.91 1.92 1.06 0.131
H 0.52 0.76 -1.20 0.103
H -0.22 -2.34 -0.79 0.123
```

***

Record 5
Density functional theory data (ωB97M-V with the def2-TZVPD basis set) for the molecule C6H11P in a non-equilibrium geometry.

Results
**Gap between HOMO and LUMO**: 8.714 eV
**Max |F|**: 6.75 eV/Å

```
18
Properties=species:S:1:pos:R:3:lowdin_charge:R:1
P 2.54 -0.95 -0.39 0.877
C 1.33 -1.63 0.81 -0.276
C -0.44 -0.32 0.26 -0.233
C 1.63 0.28 -0.97 -0.461
C -1.49 -1.29 -0.25 -0.111
C 0.18 2.06 0.10 -0.044
C 0.21 0.63 -0.61 -0.477
H -0.83 2.23 0.24 0.045
H -1.05 -1.85 -1.10 0.076
H -0.30 0.86 -1.60 0.155
H -2.33 -0.61 -0.58 0.091
H 0.59 -2.35 0.44 0.002
H 1.41 -1.69 1.81 -0.045
H 0.50 1.78 1.10 0.073
H 2.09 1.01 -1.65 0.045
H -0.48 -0.05 1.33 0.108
H -1.83 -2.10 0.51 0.102
H 0.86 2.77 -0.33 0.074
```

***

Record 6
Density functional theory data (ωB97M-V with the def2-TZVPD basis set) for the molecule CH4NO3P in a non-equilibrium geometry.

Results
**SMILES**: ON1CP(O)O1
**Gap between HOMO and LUMO**: 9.082 eV
**Max |F|**: 5.31 eV/Å

```
10
Properties=species:S:1:pos:R:3:lowdin_charge:R:1
P 1.75 -0.07 -0.57 0.984
O 0.45 -1.32 -0.02 -0.383
O -2.29 -0.52 0.25 -0.053
O 2.37 0.31 0.87 -0.382
N -0.81 -0.61 -0.45 -0.169
C -0.12 0.67 -0.53 -0.324
H -0.28 1.38 0.33 0.092
H -2.48 -1.39 -0.05 0.034
H -0.25 1.26 -1.47 0.068
H 1.66 0.28 1.65 0.133
```